Here is a cluster of 2 separate species, C9H14 in total at a distorted geometry from the OMol25 dataset. Energies are from ωB97M-V/def2-TZVPD.

Cartesian coordinates (Å):
C 0.1072 -0.6088 -3.5115
C 0.3607 -0.7097 -2.0497
C -0.6895 -0.6387 -1.1345
C -0.4432 -0.3470 0.1967
C 0.8594 -0.1711 0.6496
C 1.8983 -0.3595 -0.2475
C 1.6702 -0.7270 -1.5691
H -0.9403 -0.3454 -3.7211
H 0.2751 -1.5969 -3.9440
H 0.7267 0.2284 -3.8220
H -1.7233 -0.7614 -1.4517
H -1.2384 -0.2829 0.9171
H 1.1236 0.0955 1.6690
H 2.9378 -0.3034 0.0751
H 2.5181 -0.7922 -2.2251
C -0.7581 1.5034 3.5990
C -2.1137 1.2855 2.9063
H -0.7255 1.0869 4.6022
H -0.0461 0.9681 2.9865
H -0.5024 2.5464 3.7023
H -2.6154 2.2529 3.0220
H -2.2713 0.9300 1.8896
H -2.7465 0.5619 3.4441

* orbital gap: 10.0 eV
* LUMO: 1.1 eV
* E_HOMO: -8.926 eV
* ΔE to the lowest compared entry with this formula, charge and spin: 20.0 kcal per mole